DFT (ωB97M-V/def2-TZVPD) results for the molecule C4H10N2 in a non-equilibrium geometry.

Geometry as ORCA input:
```
! RIJCOSX wB97M-V def2-TZVPD def2/J DEFGRID3
* xyz 0 1
C 0.695 1.476 -1.579
C -1.182 -1.774 -0.166
N 1.207 0.876 -0.550
C 0.004 0.306 0.581
N 0.506 0.921 1.766
C -0.019 -1.060 0.439
H 1.829 0.097 -0.740
H 0.162 1.866 1.866
H 0.304 0.385 2.601
H 0.867 -1.631 0.673
H 0.904 1.195 -2.607
H 0.045 2.323 -1.411
H -0.852 0.884 0.117
H -1.050 -2.853 -0.108
H -1.310 -1.507 -1.222
H -2.110 -1.504 0.340
*
```

Values from the calculation:
ΔE to the lowest compared entry with this formula, charge and spin (kcal/mol): 90.6
Largest force on an atom (Eh/bohr): 0.045
Highest occupied orbital energy (alpha / beta) (eV): -6.6 / -6.6
Kohn-Sham gap (alpha / beta) (eV): 7.122 / 7.200



DFT (ωB97M-V/def2-TZVPD) results for a structure of composition C3H8CrO2 in a non-equilibrium geometry.

Geometry as ORCA input:
```
! RIJCOSX wB97M-V def2-TZVPD def2/J DEFGRID3
* xyz 1 6
H 3.288 0.422 0.363
O 1.987 0.556 0.087
C 1.386 -0.675 -0.296
C -0.047 -0.696 0.194
O -0.652 0.541 -0.201
C -2.060 0.596 0.011
Cr 0.680 2.029 -0.132
H 1.931 -1.516 0.156
H 1.422 -0.798 -1.389
H -0.098 -0.778 1.291
H -0.597 -1.533 -0.260
H -2.398 1.597 -0.276
H -2.553 -0.158 -0.617
H -2.289 0.414 1.070
*
```

Values from the calculation:
⟨S²⟩: 8.7546
Largest force on an atom (Eh/bohr): 0.130
Highest occupied orbital energy (alpha / beta) (eV): -11.2 / -15.3
Kohn-Sham gap (alpha / beta) (eV): 6.757 / 10.899



DFT (ωB97M-V/def2-TZVPD) results for a structure of composition C37H40O2P2Tc in a non-equilibrium geometry.

Geometry as ORCA input:
```
! RIJCOSX wB97M-V def2-TZVPD def2/J DEFGRID3
* xyz 2 4
Tc 0.085 -0.035 4.565
C -1.893 -0.059 5.711
C -2.055 -0.433 4.351
C -2.752 0.547 3.443
C -1.861 1.680 2.870
C -0.450 1.626 3.409
C -0.209 2.007 4.783
C -1.309 2.433 5.751
C -2.203 1.296 6.276
C 2.096 0.469 4.410
H -2.041 -0.836 6.468
H -2.253 -1.490 4.113
H -3.568 1.015 4.014
H -3.205 -0.021 2.622
H -1.848 1.614 1.773
H -2.336 2.654 3.100
H 0.336 1.898 2.687
H 0.678 2.638 4.917
H -1.928 3.221 5.310
H -0.819 2.899 6.628
H -2.078 1.234 7.369
H -3.262 1.560 6.130
H 2.756 -0.325 4.799
H 2.440 1.401 4.902
H 2.336 0.567 3.336
P -0.255 -1.575 -2.962
P 1.507 0.517 -3.318
C -1.077 -0.055 -3.479
C -0.151 0.826 -3.960
C -0.741 -2.830 -4.216
C -1.883 -2.682 -5.020
C -2.312 -3.734 -5.831
C -1.544 -4.895 -5.938
C -0.326 -4.989 -5.255
C 0.078 -3.961 -4.406
C -1.121 -1.908 -1.396
C -0.804 -1.057 -0.320
C -1.482 -1.196 0.884
C -2.484 -2.164 1.024
C -2.789 -3.010 -0.052
C -2.108 -2.893 -1.264
C 2.488 1.093 -4.792
C 2.408 0.281 -5.937
C 2.820 0.768 -7.178
C 3.391 2.041 -7.273
C 3.604 2.798 -6.119
C 3.184 2.310 -4.875
C 1.734 1.911 -2.152
C 2.945 1.991 -1.442
C 3.275 3.175 -0.780
C 2.381 4.251 -0.782
C 1.120 4.112 -1.375
C 0.775 2.926 -2.023
H -2.160 0.084 -3.429
H -0.325 1.594 -4.723
H -2.438 -1.748 -5.016
H -3.249 -3.643 -6.383
H -1.887 -5.724 -6.557
H 0.303 -5.873 -5.386
H 1.029 -4.024 -3.880
H -0.045 -0.278 -0.436
H -1.218 -0.554 1.730
H -3.023 -2.263 1.970
H -3.566 -3.767 0.056
H -2.342 -3.542 -2.107
H 1.984 -0.721 -5.848
H 2.683 0.162 -8.076
H 3.669 2.442 -8.247
H 4.084 3.778 -6.186
H 3.382 2.891 -3.978
H 3.632 1.144 -1.449
H 4.246 3.266 -0.285
H 2.666 5.200 -0.321
H 0.403 4.931 -1.355
H -0.213 2.815 -2.468
C 0.854 -2.644 7.537
C 0.563 -1.890 6.263
O 0.555 -0.596 6.445
O 0.343 -2.314 5.094
H 0.047 -2.394 8.249
H 1.805 -2.228 7.909
H 0.924 -3.719 7.379
*
```

Values from the calculation:
⟨S²⟩: 3.8141
ΔE to the lowest compared entry with this formula, charge and spin (kcal/mol): 7.6
Largest force on an atom (Eh/bohr): 0.116
Highest occupied orbital energy (alpha / beta) (eV): -12.6 / -13.5
Kohn-Sham gap (alpha / beta) (eV): 5.041 / 5.664



DFT (ωB97M-V/def2-TZVPD) results for a structure of composition C28H35N5OP2Pd in a non-equilibrium geometry.

Geometry as ORCA input:
```
! RIJCOSX wB97M-V def2-TZVPD def2/J DEFGRID3
* xyz 2 5
Pd 0.116 -0.130 3.582
C -2.096 1.908 -4.995
C -2.193 0.700 -4.418
C -1.378 -0.519 -4.731
C -0.036 -0.282 -5.453
C 0.918 0.590 -4.687
C 1.015 1.929 -4.700
C 0.199 2.891 -5.518
C -1.144 2.364 -6.064
C 1.749 0.663 4.709
H -2.812 2.694 -4.720
H -2.996 0.518 -3.693
H -1.970 -1.222 -5.341
H -1.171 -1.039 -3.783
H 0.452 -1.267 -5.511
H -0.208 0.044 -6.484
H 1.633 0.004 -4.096
H 1.812 2.416 -4.128
H 0.790 3.260 -6.374
H -0.006 3.773 -4.893
H -1.632 3.227 -6.542
H -0.972 1.626 -6.854
H 1.259 1.431 5.323
H 2.617 1.047 4.145
H 1.997 -0.205 5.341
P 1.591 -0.471 1.854
P -1.375 -0.706 1.888
N 2.605 0.822 1.347
N 2.770 -1.700 2.196
N -2.094 0.548 0.858
N -2.831 -1.606 2.218
C 0.824 -1.035 0.308
C -0.520 -1.683 0.622
C 2.416 2.158 1.715
C 3.302 2.945 0.998
C 4.062 2.075 0.149
C 3.621 0.783 0.381
C 3.651 -1.665 3.292
C 4.289 -2.889 3.390
C 3.813 -3.712 2.321
C 2.890 -2.964 1.608
C -2.334 1.843 1.323
C -2.828 2.618 0.281
C -2.893 1.789 -0.876
C -2.448 0.528 -0.494
C -3.901 -1.966 1.379
C -4.683 -2.910 2.026
C -4.076 -3.165 3.296
C -2.951 -2.366 3.388
H 1.496 -1.710 -0.228
H 0.716 -0.149 -0.333
H -1.132 -1.819 -0.272
H -0.389 -2.680 1.060
H 1.681 2.401 2.464
H 3.384 4.019 1.062
H 4.824 2.381 -0.553
H 3.930 -0.153 -0.050
H 3.719 -0.785 3.909
H 5.007 -3.177 4.145
H 4.100 -4.732 2.110
H 2.310 -3.219 0.738
H -2.122 2.082 2.354
H -3.113 3.661 0.342
H -3.223 2.081 -1.867
H -2.339 -0.363 -1.094
H -4.025 -1.523 0.403
H -5.578 -3.386 1.646
H -4.420 -3.863 4.046
H -2.216 -2.233 4.168
O -0.155 -0.065 7.940
C -0.468 -0.170 6.783
N -0.831 -0.288 5.643
*
```

Values from the calculation:
⟨S²⟩: 6.0488
ΔE to the lowest compared entry with this formula, charge and spin (kcal/mol): 0.0
Largest force on an atom (Eh/bohr): 0.059
Highest occupied orbital energy (alpha / beta) (eV): -10.6 / -12.8
Kohn-Sham gap (alpha / beta) (eV): 4.760 / 3.102



DFT (ωB97M-V/def2-TZVPD) results for the molecule C2H8N2 in a non-equilibrium geometry.

Geometry as ORCA input:
```
! RIJCOSX wB97M-V def2-TZVPD def2/J DEFGRID3
* xyz 0 1
C 1.291 -0.248 -0.065
C -1.206 -0.392 0.544
N -0.014 0.496 0.045
N -0.664 0.911 -1.134
H 0.148 1.271 0.739
H 0.043 0.991 -1.871
H 1.638 -0.572 0.915
H 1.138 -1.115 -0.705
H 2.019 0.403 -0.553
H -0.856 -0.884 1.455
H -2.014 0.284 0.804
H -1.522 -1.145 -0.175
*
```

Values from the calculation:
ΔE to the lowest compared entry with this formula, charge and spin (kcal/mol): 75.1
Largest force on an atom (Eh/bohr): 0.051
Highest occupied orbital energy (eV): -6.9
Kohn-Sham gap (eV): 7.719



DFT (ωB97M-V/def2-TZVPD) results for a structure of composition C29H19N3O3RuS3SbSe4 in a non-equilibrium geometry.

Geometry as ORCA input:
```
! RIJCOSX wB97M-V def2-TZVPD def2/J DEFGRID3
* xyz -1 5
Ru -0.758 0.232 0.094
O 6.215 0.761 -0.290
C 5.636 -0.332 -0.200
O 6.085 -1.480 -0.084
C 4.104 -0.234 -0.110
C 3.478 1.004 -0.264
C 2.106 1.076 -0.181
N 1.371 -0.022 0.028
C 1.948 -1.191 0.304
C 3.319 -1.335 0.212
C 1.012 -2.215 0.857
C 1.229 -3.570 0.698
C 0.314 -4.449 1.258
C -0.765 -3.943 1.960
C -0.902 -2.566 2.062
N -0.036 -1.717 1.527
C 1.311 2.338 -0.131
C 1.850 3.565 -0.444
C 1.076 4.709 -0.247
C -0.192 4.586 0.269
C -0.681 3.312 0.549
N 0.037 2.220 0.335
H 4.123 1.859 -0.408
H 3.826 -2.268 0.414
H 2.079 -3.922 0.132
H 0.438 -5.516 1.135
H -1.504 -4.592 2.401
H -1.742 -2.116 2.583
H 2.858 3.627 -0.824
H 1.479 5.681 -0.494
H -0.845 5.429 0.439
H -1.679 3.176 0.938
Se -6.341 1.103 -0.595
Sb -4.610 2.418 0.654
Se -2.899 0.465 0.955
Se -3.909 4.346 -0.576
Se -5.596 2.463 2.807
O -1.121 -1.423 -0.940
C -1.711 -1.536 -2.203
C -2.908 -2.448 -2.109
C -3.771 -2.873 -3.078
C -4.831 -3.660 -2.560
C -4.746 -3.797 -1.204
S -3.402 -2.978 -0.565
C -0.638 -2.102 -3.132
C 0.689 -1.793 -3.046
C 1.475 -2.429 -4.041
C 0.725 -3.217 -4.859
S -0.921 -3.198 -4.417
C -2.169 -0.169 -2.672
C -3.414 0.331 -2.877
C -3.421 1.753 -3.035
C -2.178 2.295 -2.930
S -0.994 1.085 -2.709
H -3.670 -2.619 -4.123
H -5.616 -4.092 -3.159
H -5.419 -4.330 -0.557
H 1.086 -1.141 -2.284
H 2.544 -2.313 -4.131
H 1.056 -3.819 -5.685
H -4.303 -0.282 -2.852
H -4.310 2.350 -3.163
H -1.906 3.334 -2.976
*
```

Values from the calculation:
⟨S²⟩: 6.0296
ΔE to the lowest compared entry with this formula, charge and spin (kcal/mol): 0.0
Largest force on an atom (Eh/bohr): 0.019
Highest occupied orbital energy (alpha / beta) (eV): -5.5 / -5.4
Kohn-Sham gap (alpha / beta) (eV): 6.595 / 5.586



DFT (ωB97M-V/def2-TZVPD) results for a structure of composition CH10Ba4O8 in a non-equilibrium geometry.

Geometry as ORCA input:
```
! RIJCOSX wB97M-V def2-TZVPD def2/J DEFGRID3
* xyz 7 2
Ba -1.814 -1.415 2.678
Ba 0.415 2.513 2.964
Ba -3.410 2.375 0.193
Ba 1.667 0.408 -2.710
C -0.330 0.778 0.319
O -0.544 2.024 0.533
O 0.076 0.109 1.279
O -0.281 0.286 -0.780
O -2.627 0.666 -1.915
H -1.791 0.303 -1.622
H -3.135 -0.096 -2.192
O -1.166 -2.453 -0.056
H -1.389 -2.889 -0.879
H -0.607 -1.721 -0.316
O 1.320 3.065 -1.753
H 0.847 2.850 -0.949
H 0.881 3.848 -2.087
O 2.231 -2.364 0.040
H 1.890 -1.509 0.302
H 3.183 -2.263 0.071
O 1.740 -1.458 2.618
H 1.300 -0.782 2.101
H 1.544 -2.275 2.161
*
```

Values from the calculation:
⟨S²⟩: 0.7596
Largest force on an atom (Eh/bohr): 0.116
Highest occupied orbital energy (alpha / beta) (eV): -32.4 / -32.4
Kohn-Sham gap (alpha / beta) (eV): 8.892 / 4.469



DFT (ωB97M-V/def2-TZVPD) results for a cluster of 2 separate species, C3H10FNP in total in a non-equilibrium geometry.

Geometry as ORCA input:
```
! RIJCOSX wB97M-V def2-TZVPD def2/J DEFGRID3
* xyz 1 1
C -0.223 1.003 1.682
C 1.540 1.124 -0.812
C -1.283 -0.525 -0.921
N -1.747 -1.340 0.119
F 1.403 -2.171 0.190
P 0.059 0.721 0.102
H -1.140 0.635 2.273
H 0.377 1.730 2.276
H 1.748 2.099 -1.062
H 2.460 0.719 -0.402
H 1.440 0.669 -1.742
H -0.814 -1.074 -1.694
H -1.877 0.321 -1.175
H -2.395 -0.978 0.773
H -1.223 -2.142 0.426
H 1.545 -2.540 1.028
*
```

Values from the calculation:
ΔE to the lowest compared entry with this formula, charge and spin (kcal/mol): 53.8
Largest force on an atom (Eh/bohr): 0.076
Highest occupied orbital energy (eV): -13.4
Kohn-Sham gap (eV): 8.823